Below is one molecule with the formula C3H8N2OS2 in a non-equilibrium geometry, with properties calculated with ωB97M-V with the def2-TZVPD basis set.

Cartesian coordinates (Å):
S (-2.7158, 0.9663, 1.6889)
S (-0.8659, 0.0618, 1.4232)
C (-0.1084, 0.5496, -0.2649)
C (1.2468, -0.0872, -0.2241)
C (1.6232, -0.2881, -1.7176)
N (1.1356, -1.2868, -2.5794)
O (2.5605, 0.3768, -2.0355)
N (1.4466, -1.4284, 0.3465)
H (-2.7188, 2.2675, 1.4792)
H (-0.0799, 1.6546, -0.3702)
H (-0.6954, 0.3266, -1.1070)
H (1.9948, 0.7102, 0.4236)
H (0.1941, -1.6197, -2.3825)
H (1.2930, -1.1835, -3.6368)
H (1.0044, -1.5119, 1.2552)
H (1.1855, -2.1480, -0.3018)

Force components x, y, z for each atom (eV/Å):
S -0.74 -1.50 -0.18
S 0.13 1.36 -1.06
C -1.23 1.16 2.44
C 1.63 0.11 0.54
C 1.67 0.17 0.45
N -1.04 0.40 -0.72
O 1.25 1.14 -1.65
N -0.31 1.12 0.49
H 0.98 0.82 -0.05
H 0.46 -0.53 0.68
H -1.14 -1.28 -0.89
H -1.79 -2.34 -2.46
H 0.28 0.02 -0.06
H 0.04 0.16 2.55
H 0.10 -0.42 -0.19
H -0.30 -0.38 0.11

Output
Kohn-Sham gap in eV: 9.18
Strongest force on any atom in eV Å⁻¹: 3.84
Charge: 0
ΔE to the lowest compared entry with this formula, charge and spin in kJ/mol: 179.7
SMILES: NC(=O)[C@H](N)CSS
LUMO energy in eV: 0.286
Total energy in hartree: -1100.1869